No. 1
A cluster of 2 separate species, FH2PS3 in total at a distorted geometry, computed with wB97M-V/def2-TZVPD.

Properties
DFT total energy: -1636.99063 Ha
Relative energy (zero: lowest compared OMol25 entry of this formula, charge and spin): 140.0 kJ/mol
E_LUMO: -0.049 Ha
Spin multiplicity: 1
Kohn-Sham gap: 0.3017 Eh

XYZ file:
```
7
Properties=species:S:1:pos:R:3:nbo_charge:R:1
F 0.04474 1.74300 -1.72447 -0.600
P -1.51442 1.23828 -1.37099 0.975
S -0.09357 -1.24603 0.94056 -0.126
S -2.37430 1.27016 -3.07238 -0.385
S 1.93188 -1.03160 1.12033 -0.112
H -0.11507 -0.30456 1.90391 0.144
H 2.12075 -1.66926 2.20304 0.104
```

***

No. 2
A cluster of 2 separate species, FH3N2O2S in total at a distorted geometry, computed with wB97M-V/def2-TZVPD.

Properties
DFT total energy: -759.71539 Ha
Relative energy (zero: lowest compared OMol25 entry of this formula, charge and spin): 216.5 kJ/mol
E_LUMO (spin up / spin down): -0.063 / -0.048 Ha
Spin multiplicity: 1
Kohn-Sham gap (spin up / spin down): 0.2749 / 0.2957 Eh

XYZ file:
```
9
Properties=species:S:1:pos:R:3:nbo_charge:R:1
N 0.45037 -0.39355 -0.13848 -0.469
N 0.47666 0.80533 0.30031 -0.297
O -1.72234 -0.53878 1.63978 -0.930
O -1.61644 1.62915 3.02408 -0.869
F 0.23206 -0.12838 3.24794 -0.550
S -0.99449 0.58919 2.23466 1.968
H 0.64521 -1.08047 0.56958 0.397
H -0.21459 -0.94514 -0.78291 0.388
H -0.20866 1.44631 -0.30436 0.362
```

***

No. 3
An isolated molecule of FH3NO2P at a distorted geometry, computed with wB97M-V/def2-TZVPD.

Properties
DFT total energy: -648.32461 Ha
Relative energy (zero: lowest compared OMol25 entry of this formula, charge and spin): 79.4 kJ/mol
E_LUMO: 0.019 Ha
Spin multiplicity: 1
Kohn-Sham gap: 0.4065 Eh

XYZ file:
```
8
Properties=species:S:1:pos:R:3:nbo_charge:R:1
N 0.61482 0.83984 1.04155 -1.317
O -0.75515 -1.15953 0.38324 -0.972
O 0.23058 0.14069 -1.63748 -0.958
F -1.78258 0.72987 -0.30218 -0.555
P -0.35603 0.24998 0.02960 2.414
H 0.83067 1.77793 0.95000 0.391
H -0.28727 -1.32043 1.16030 0.515
H -0.68984 -0.00805 -2.08456 0.481
```

***

No. 4
A structure of composition FH3O3P at a distorted geometry, computed with wB97M-V/def2-TZVPD.

Properties
DFT total energy: -668.42462 Ha
Relative energy (zero: lowest compared OMol25 entry of this formula, charge and spin): 444.6 kJ/mol
E_LUMO: -0.271 Ha
Charge: +1
Spin multiplicity: 1
Kohn-Sham gap: 0.3467 Eh

XYZ file:
```
8
Properties=species:S:1:pos:R:3:nbo_charge:R:1
O 0.48332 -0.80434 -1.10612 -0.967
O 0.93801 -0.71295 1.37004 -0.937
O -1.78541 0.60024 0.03215 -0.805
F 1.35954 1.39928 0.12430 -0.468
P 0.47523 0.09041 0.17646 2.470
H -0.15791 -0.48815 -1.92862 0.611
H 0.73479 -1.67795 1.38644 0.586
H -2.04756 1.59346 -0.05464 0.509
```

***

No. 5
A cluster of 2 separate species, FH3OP2 in total at a distorted geometry, computed with wB97M-V/def2-TZVPD.

Properties
DFT total energy: -859.58358 Ha
Relative energy (zero: lowest compared OMol25 entry of this formula, charge and spin): 125.6 kJ/mol
E_LUMO: -0.033 Ha
Spin multiplicity: 1
Kohn-Sham gap: 0.3299 Eh

XYZ file:
```
7
Properties=species:S:1:pos:R:3:nbo_charge:R:1
O 0.64787 -1.06596 1.38089 -0.968
F 0.45351 0.88146 -2.46591 -0.604
P -0.66359 1.29049 0.07467 -0.024
P -0.82131 0.23781 -1.61843 0.669
H 0.79838 -0.60465 0.49122 0.480
H 1.39850 -1.32162 1.84264 0.476
H -1.81337 0.58247 0.29492 -0.029
```

***

No. 6
An isolated molecule of FH4N2P at a distorted geometry, computed with wB97M-V/def2-TZVPD.

Properties
DFT total energy: -553.16329 Ha
Relative energy (zero: lowest compared OMol25 entry of this formula, charge and spin): 81.1 kJ/mol
E_LUMO: 0.045 Ha
Spin multiplicity: 1
Kohn-Sham gap: 0.3907 Eh

XYZ file:
```
8
Properties=species:S:1:pos:R:3:nbo_charge:R:1
N -0.64518 1.29736 0.20265 -1.213
N 0.27195 -1.12969 -0.02757 -1.182
F -2.28911 -0.58371 0.44532 -0.601
P -1.12903 -0.02701 -0.66531 1.404
H 0.10732 0.93099 0.91095 0.425
H -0.40960 2.19448 -0.20658 0.410
H 0.10689 -1.89839 0.54817 0.381
H 0.79776 -1.48251 -0.91925 0.375
```

***

No. 7
A cluster of 2 separate species, FH5N3OP in total at a distorted geometry, computed with wB97M-V/def2-TZVPD.

Properties
DFT total energy: -683.61009 Ha
Relative energy (zero: lowest compared OMol25 entry of this formula, charge and spin): 287.9 kJ/mol
E_LUMO (spin up / spin down): -0.006 / -0.004 Ha
Spin multiplicity: 1
Kohn-Sham gap (spin up / spin down): 0.2693 / 0.3353 Eh

XYZ file:
```
11
Properties=species:S:1:pos:R:3:nbo_charge:R:1
N -1.48778 -0.45051 0.47275 -1.176
N 0.77525 -1.34239 -0.71305 -1.113
N 1.28126 1.71704 0.38201 -0.341
O -1.10067 0.20417 -2.06912 -1.023
F 1.57530 1.18012 1.57064 -0.269
P -0.45785 -0.21649 -0.81428 2.024
H -1.24830 -0.76209 1.34240 0.407
H -2.41512 -0.44956 0.20777 0.413
H 1.57916 -0.91534 -1.12815 0.411
H 0.92063 -1.36948 0.22768 0.380
H 0.57812 2.40454 0.52135 0.288
```

***

No. 8
A cluster of 2 separate species, FHIOP in total at a distorted geometry, computed with wB97M-V/def2-TZVPD.

Properties
DFT total energy: -814.55313 Ha
Relative energy (zero: lowest compared OMol25 entry of this formula, charge and spin): 700.1 kJ/mol
E_LUMO (spin up / spin down): -0.065 / -0.065 Ha
Spin multiplicity: 1
Kohn-Sham gap (spin up / spin down): 0.2459 / 0.2456 Eh

XYZ file:
```
5
Properties=species:S:1:pos:R:3:nbo_charge:R:1
O 0.56138 -1.13805 -1.46807 -0.299
F -0.19247 -1.67836 -0.42125 -0.156
P -1.08462 1.81714 1.03112 0.058
I 0.74337 1.43294 2.52401 -0.059
H -0.02767 -0.43367 -1.66581 0.455
```

***

No. 9
A cluster of 2 separate species, FHN2O3 in total at a distorted geometry, computed with wB97M-V/def2-TZVPD.

Properties
DFT total energy: -435.34911 Ha
Relative energy (zero: lowest compared OMol25 entry of this formula, charge and spin): 414.2 kJ/mol
E_LUMO (spin up / spin down): -0.112 / -0.112 Ha
Spin multiplicity: 1
Kohn-Sham gap (spin up / spin down): 0.2710 / 0.2719 Eh

XYZ file:
```
7
Properties=species:S:1:pos:R:3:nbo_charge:R:1
N 0.97959 0.48554 -0.04843 0.682
N -0.55162 0.13651 -0.63496 0.261
O 0.90651 1.16332 0.88347 -0.274
O 1.73702 0.13861 -0.83224 -0.201
O -1.30950 0.04263 0.35806 -0.330
F 0.53031 -1.87297 0.15357 -0.664
H -2.29232 -0.09365 0.12053 0.526
```

***

No. 10
A structure of composition FHNO3P at a distorted geometry, computed with wB97M-V/def2-TZVPD.

Properties
DFT total energy: -722.23761 Ha
Relative energy (zero: lowest compared OMol25 entry of this formula, charge and spin): 121.2 kJ/mol
E_LUMO: 0.287 Ha
Charge: -2
Spin multiplicity: 1
Kohn-Sham gap: 0.2542 Eh

XYZ file:
```
7
Properties=species:S:1:pos:R:3:nbo_charge:R:1
N 0.28593 0.68184 0.43030 -0.556
O 2.88178 0.99638 0.52819 -1.224
O 1.98798 -0.25888 -1.52092 -1.268
O 1.72320 -1.34259 0.73230 -1.234
F -0.07999 2.09800 -0.02797 -0.407
P 1.94670 -0.00789 -0.01168 2.428
H -0.81166 -0.02597 0.01163 0.261
```

***

No. 11
A structure of composition FHNO4S2 at a distorted geometry, computed with wB97M-V/def2-TZVPD.

Properties
DFT total energy: -1252.60605 Ha
Relative energy (zero: lowest compared OMol25 entry of this formula, charge and spin): 31.7 kJ/mol
E_LUMO: 0.140 Ha
Charge: -1
Spin multiplicity: 1
Kohn-Sham gap: 0.3461 Eh

XYZ file:
```
9
Properties=species:S:1:pos:R:3:nbo_charge:R:1
N 0.74561 -1.88622 0.39914 -1.056
O -1.65976 -2.01422 0.89458 -0.935
O -1.26046 0.51183 -0.06429 -0.932
O 0.77035 0.53744 -1.57854 -0.947
O 0.83029 1.44229 0.65707 -0.982
F -0.39872 2.62994 -0.98088 -0.553
S -0.47995 -1.13718 0.97850 1.478
S 0.00699 1.08018 -0.45369 2.554
H 1.44566 -1.16407 0.14811 0.373
```

***

No. 12
A cluster of 2 separate species, FHS2 in total at a distorted geometry, computed with wB97M-V/def2-TZVPD.

Properties
DFT total energy: -896.76812 Ha
Relative energy (zero: lowest compared OMol25 entry of this formula, charge and spin): 74.3 kJ/mol
E_LUMO: -0.110 Ha
Spin multiplicity: 1
Kohn-Sham gap: 0.2215 Eh

XYZ file:
```
4
Properties=species:S:1:pos:R:3:nbo_charge:R:1
H -0.80562 -0.05558 0.45997 0.508
F -1.58046 -0.43941 -0.17907 -0.608
S 0.62083 0.98962 -0.14449 0.058
S 1.76525 -0.49463 -0.13642 0.043
```

***

No. 13
An isolated molecule of FIO2S at a distorted geometry, computed with wB97M-V/def2-TZVPD.

Properties
DFT total energy: -946.20931 Ha
Relative energy (zero: lowest compared OMol25 entry of this formula, charge and spin): 0.0 kJ/mol
E_LUMO: -0.054 Ha
Spin multiplicity: 1
Kohn-Sham gap: 0.3491 Eh

XYZ file:
```
5
Properties=species:S:1:pos:R:3:nbo_charge:R:1
O -0.68269 -0.64172 -1.24387 -0.859
O -0.68274 -0.64174 1.24386 -0.859
F -0.53799 1.46358 0.00001 -0.484
S -0.24054 -0.13942 0.00000 2.173
I 2.14396 -0.04070 0.00000 0.030
```

***

No. 14
A structure of composition FKLi at a distorted geometry, computed with wB97M-V/def2-TZVPD.

Properties
DFT total energy: -707.12007 Ha
Relative energy (zero: lowest compared OMol25 entry of this formula, charge and spin): 202.4 kJ/mol
E_LUMO: -0.211 Ha
Charge: +1
Spin multiplicity: 1
Kohn-Sham gap: 0.3128 Eh

XYZ file:
```
3
Properties=species:S:1:pos:R:3:nbo_charge:R:1
Li 25.54541 -0.54833 -27.24380 0.966
K 26.05598 -0.27496 -24.57945 0.991
F 23.85585 -1.31564 -26.14076 -0.957
```

***

No. 15
A structure of composition FMg3 at a distorted geometry, computed with wB97M-V/def2-TZVPD.

Properties
DFT total energy: -697.42581 Ha
Relative energy (zero: lowest compared OMol25 entry of this formula, charge and spin): 51.6 kJ/mol
E_LUMO: -0.833 Ha
Charge: +5
Spin multiplicity: 1
Kohn-Sham gap: 0.2305 Eh

XYZ file:
```
4
Properties=species:S:1:pos:R:3:nbo_charge:R:1
Mg -2.57473 -0.71382 -1.04112 1.953
Mg 1.87879 -3.34802 0.87561 1.999
Mg 0.75958 3.46061 0.33733 1.981
F -0.06365 0.60123 -0.17182 -0.933
```

***

No. 16
A cluster of 2 separate species, FO4S in total at a distorted geometry, computed with wB97M-V/def2-TZVPD.

Properties
DFT total energy: -798.92908 Ha
Relative energy (zero: lowest compared OMol25 entry of this formula, charge and spin): 122.1 kJ/mol
E_LUMO: 0.138 Ha
Charge: -1
Spin multiplicity: 1
Kohn-Sham gap: 0.3166 Eh

XYZ file:
```
6
Properties=species:S:1:pos:R:3:nbo_charge:R:1
O -0.98305 -0.02901 -1.46981 -0.914
O 1.29812 0.11870 -0.56537 -0.902
O -0.00498 -1.93918 -0.33044 -0.925
O -0.76558 0.64507 1.43647 -0.469
F 0.24122 1.63451 1.49489 -0.250
S 0.01629 -0.50881 -0.60451 2.459
```

***

No. 17
A structure of composition FRb at a distorted geometry, computed with wB97M-V/def2-TZVPD.

Properties
DFT total energy: -123.94026 Ha
Relative energy (zero: lowest compared OMol25 entry of this formula, charge and spin): 23.2 kJ/mol
E_LUMO: -0.030 Ha
Spin multiplicity: 1
Kohn-Sham gap: 0.2698 Eh

XYZ file:
```
2
Properties=species:S:1:pos:R:3:lowdin_charge:R:1
Rb -0.21383 0.13746 1.31842 0.949
F 0.21383 -0.13746 -1.31842 -0.949
```

***

No. 18
A structure of composition H10KO5 at a distorted geometry, computed with wB97M-V/def2-TZVPD.

Properties
DFT total energy: -981.86577 Ha
Relative energy (zero: lowest compared OMol25 entry of this formula, charge and spin): 333.5 kJ/mol
E_LUMO: -0.147 Ha
Charge: +1
Spin multiplicity: 1
Kohn-Sham gap: 0.4266 Eh

XYZ file:
```
16
Properties=species:S:1:pos:R:3:nbo_charge:R:1
K -1.09983 1.07866 0.20759 0.977
O 0.79302 -0.76692 -1.74026 -0.948
H 1.01365 0.32228 -1.67795 0.482
H -0.13699 -0.85409 -2.04027 0.467
O 1.58370 1.85748 0.01081 -0.978
H 1.66146 1.73731 0.93312 0.481
H 2.32812 1.09814 -0.26061 0.506
O 2.29477 -0.50176 1.63544 -0.925
H 1.28420 -0.59599 1.14369 0.430
H 2.52423 -1.46601 1.40321 0.495
O -1.15919 -0.62826 2.30541 -1.045
H -0.25936 -1.09846 2.36420 0.523
H -2.06453 -1.08531 2.30375 0.527
O -2.97029 0.67575 -2.08626 -0.914
H -3.25750 -0.08787 -1.73237 0.458
H -2.53547 0.31503 -2.76949 0.464
```